34
Properties=species:S:1:pos:R:3:forces:R:3 method="wB97M-V/def2-TZVPD" largest_force_ev_per_a=5.0 e_above_lowest_ev=1.0358 homo_ev=-2.58 homo_lumo_gap_ev=5.9418 charge=-1
C -5.4594 1.8810 0.8745 -0.364 -0.013 -0.014
C -4.1071 2.5463 0.7117 1.149 -0.597 0.028
O -3.0456 1.5279 0.6647 -1.152 0.856 0.124
C -1.7691 1.9815 0.3526 1.985 -3.208 -0.565
C -0.7792 0.8129 0.3837 -4.824 1.128 0.731
C 0.5385 0.9849 0.1064 4.742 -0.289 -0.366
O -1.5417 3.1416 0.0830 -0.251 0.619 -0.035
H -6.2478 2.6545 0.9100 0.345 -0.151 -0.014
H -5.7094 1.2282 0.0253 0.234 0.068 0.284
H -5.5395 1.3145 1.8105 0.151 -0.008 -0.250
H -4.0803 3.1268 -0.2177 0.107 0.016 0.251
H -3.8965 3.2045 1.5679 -0.075 0.003 -0.334
H -1.1927 -0.1129 0.8490 0.544 0.869 -0.284
H 1.3186 0.5628 0.9002 -1.307 1.828 -1.087
H 0.8074 1.8958 -0.5566 -0.339 -1.025 1.926
C 2.9480 1.0325 -2.6890 1.149 0.676 0.062
C 2.8400 0.3981 -1.3158 -3.581 0.112 -1.454
C 1.5085 -0.2529 -0.9859 0.473 -1.250 -1.819
C 1.6927 -1.5109 -0.2129 0.482 -0.053 0.223
C 2.5519 -1.5683 0.9310 0.095 0.620 -0.194
C 2.4910 -2.6455 1.8085 -0.381 -0.577 -0.403
C 1.7048 -3.7823 1.5020 0.165 1.165 -0.565
C 1.0178 -3.8054 0.2692 0.391 0.128 0.748
C 1.0275 -2.6913 -0.5832 -0.170 -0.583 0.129
O 3.7690 0.5068 -0.5789 1.915 0.157 1.643
H 2.0520 1.2137 -3.2464 -0.708 -0.071 -0.049
H 3.5261 1.9762 -2.6116 -0.342 -0.433 0.069
H 3.5809 0.3611 -3.2571 0.129 -0.226 -0.364
H 0.9305 -0.5193 -1.9409 0.701 0.716 1.204
H 3.3313 -0.7690 1.0613 -1.332 -0.759 0.091
H 3.0516 -2.5893 2.7439 -0.007 -0.200 -0.299
H 1.6741 -4.6081 2.1998 -0.129 -0.097 -0.081
H 0.4468 -4.7007 0.0241 0.143 0.194 -0.181
H 0.5594 -2.7957 -1.5833 0.063 0.385 0.846

---

18
Properties=species:S:1:pos:R:3:forces:R:3 method="wB97M-V/def2-TZVPD" largest_force_ev_per_a=4.6 e_above_lowest_ev=5.2014 homo_ev=-8.33 homo_lumo_gap_ev=8.0560 charge=0
C 0.5879 1.5716 -1.3429 -0.214 -1.420 1.842
C 0.1811 0.3069 -1.4292 -0.010 -0.031 -0.103
C 0.6403 -1.9742 3.3646 -1.556 -0.327 -0.960
C 0.6076 -0.7970 -0.5954 -0.208 -0.607 4.594
C -0.7218 -0.0736 -2.5791 -0.217 0.461 0.713
C -0.6701 0.4518 1.6514 1.435 -1.775 -0.943
P 0.3697 -1.0558 1.1620 -0.673 1.138 -1.596
H 0.1432 2.3473 -1.8542 -0.847 1.346 -1.727
H 1.1207 1.9181 -0.5000 1.024 0.016 0.736
H -0.4169 -2.4964 3.5466 1.676 0.943 -0.707
H 1.2863 -2.8302 3.1127 0.079 -0.056 0.015
H 1.1240 -1.6168 -1.0243 0.407 -0.685 -0.700
H -1.0242 -1.1307 -2.6334 0.184 0.588 -0.017
H -1.5680 0.6232 -2.5285 -0.130 -0.541 -0.240
H -0.0872 0.2582 -3.3622 -0.046 -0.320 -1.626
H -1.0363 0.7647 0.6736 -0.650 0.429 0.631
H 0.0493 1.1305 2.0505 0.345 0.821 0.240
H -1.3217 0.1524 2.4559 -0.599 0.019 -0.154

---

12
Properties=species:S:1:pos:R:3:forces:R:3 method="wB97M-V/def2-TZVPD" largest_force_ev_per_a=3.9 e_above_lowest_ev=1.9039 homo_ev=-13.49 homo_lumo_gap_ev=8.7432 charge=+1
N -1.6146 -1.0154 -1.4911 -2.035 -1.453 -0.939
C -0.6798 -0.6256 -0.6702 -0.915 1.548 -1.893
C -0.5602 0.6658 -0.2354 2.003 1.815 2.841
C 0.4151 1.1258 0.7423 -1.540 -0.146 -2.077
O 1.4636 0.6202 1.2549 1.270 -0.159 1.217
S 2.5919 -0.6590 1.4730 -0.714 0.102 -0.212
H -1.6351 -1.9940 -1.9560 0.014 2.506 1.260
H -2.4487 -0.3960 -1.5631 0.822 -1.034 -0.343
H 0.1199 -1.2446 -0.6741 2.420 -2.225 0.998
H -1.1594 1.4974 -0.5913 -0.457 -0.423 0.173
H 0.3351 2.1732 1.0997 -0.270 -0.609 -0.359
H 3.1722 -0.1478 2.6112 -0.598 0.078 -0.666

---

123
Properties=species:S:1:pos:R:3:forces:R:3 method="wB97M-V/def2-TZVPD" largest_force_ev_per_a=4.7 homo_ev=-10.64 homo_lumo_gap_ev=10.9987 charge=0
C -0.1617 1.2909 0.6173 1.051 0.336 -0.797
C 0.9125 0.3606 0.0213 0.765 1.180 0.153
O 0.3926 -0.6132 -0.9068 -0.998 1.901 0.829
C 0.7209 -1.8463 -0.7974 2.044 -4.107 0.361
O 1.5869 -2.3746 -0.0819 -1.542 1.380 -0.731
O -0.0034 -2.5586 -1.6808 -0.178 1.336 -0.737
C 0.1526 -3.9609 -1.8313 -0.565 -0.002 1.835
H -0.7785 0.7124 1.2898 -0.286 0.211 0.285
H -0.7415 1.7309 -0.1984 -0.269 -0.061 0.250
H 0.3698 2.1523 1.1330 -0.629 -1.162 -0.379
H 1.4474 -0.0842 0.8611 0.084 -0.499 -0.401
H 1.6268 0.9644 -0.5721 -0.217 -0.360 0.332
H -0.8227 -4.3441 -2.1332 0.151 0.019 0.226
H 0.4908 -4.3073 -0.8648 -0.357 -0.633 0.374
H 0.9016 -4.3194 -2.4826 0.973 0.404 -1.299
C -6.6140 1.1672 4.0928 1.419 1.070 0.381
C -5.2827 0.6493 3.5808 0.313 -0.028 0.599
O -5.3177 -0.7585 3.8499 0.915 -1.010 -0.104
C -4.1475 -1.4305 3.9697 0.502 2.492 0.787
O -3.0338 -0.9460 3.8012 -1.299 -0.591 -0.441
O -4.3956 -2.6055 4.4937 0.982 -1.056 -0.723
C -3.2893 -3.5575 4.2653 0.480 1.054 0.756
H -6.7446 1.1274 5.1869 0.269 -0.242 -0.451
H -7.2979 0.5173 3.6111 -1.307 -0.115 -0.344
H -6.6860 2.2274 3.8013 -0.409 -0.457 -0.116
H -4.3673 1.0804 3.9619 0.076 0.143 0.825
H -5.1493 0.8207 2.5331 -0.506 -0.013 -0.721
H -3.6166 -4.3620 4.8954 0.135 -0.763 -0.186
H -2.2766 -3.1859 4.6430 -1.578 -0.154 -0.504
H -3.2366 -3.7628 3.1895 -0.036 -0.182 0.380
C 2.3381 6.8045 4.8242 1.518 0.934 -1.160
C 1.7778 5.5671 4.1924 1.043 -1.124 0.040
O 0.7631 5.9078 3.2456 -0.967 0.322 0.212
C 1.1596 5.8979 1.9919 0.206 -0.288 -1.383
O 2.2889 5.6581 1.6566 0.144 0.031 -0.644
O 0.1227 6.1326 1.1570 0.114 -0.080 0.468
C 0.2221 5.6816 -0.2179 0.376 -1.472 0.550
H 1.5095 7.3852 5.1211 -1.099 0.989 0.162
H 2.9476 7.4088 4.0734 -0.666 -0.766 1.072
H 2.8887 6.6873 5.7617 0.286 -0.552 -0.406
H 1.2625 5.0070 4.9561 -0.229 -0.426 0.134
H 2.5196 4.9042 3.6657 -0.618 0.774 0.799
H 0.9299 4.8387 -0.3059 -0.057 0.542 0.178
H 0.5175 6.4465 -0.9106 0.017 0.538 -0.030
H -0.7495 5.2535 -0.4642 -0.082 0.435 -0.079
C 2.3137 -0.3100 4.3418 1.749 0.080 0.448
C 2.3605 1.1045 3.9443 -1.277 1.174 0.284
O 2.1020 1.9282 5.1209 1.615 0.405 0.563
C 3.2320 2.2107 5.9034 -2.485 0.465 -0.598
O 4.3417 1.9240 5.6290 1.127 -0.466 -0.417
O 2.9231 2.9348 6.9839 -0.720 -0.225 0.145
C 1.5409 2.9921 7.4831 1.141 1.854 -2.061
H 1.3597 -0.5707 4.6720 -1.490 -0.726 0.572
H 3.0761 -0.4719 5.1162 -0.371 0.025 0.084
H 2.6578 -0.9060 3.5373 -0.051 -0.874 -1.020
H 1.5839 1.4240 3.2394 -0.147 -0.323 0.249
H 3.2664 1.3348 3.4538 1.322 0.581 -0.046
H 1.0867 3.9608 7.1706 0.525 -0.444 0.544
H 1.6441 2.8868 8.5177 -0.202 -0.111 1.478
H 0.9620 2.2689 6.9982 -0.784 -1.387 -0.270
C 2.6897 -4.4478 -6.3616 0.065 -1.777 0.921
C 3.0582 -4.6120 -7.8126 1.323 1.529 0.856
O 2.1478 -3.9223 -8.6365 -0.460 0.969 -1.004
C 1.0387 -4.5452 -8.9856 -0.784 -0.099 -1.221
O 0.6564 -5.6054 -8.5897 -0.162 -0.723 0.560
O 0.4043 -3.8369 -9.9468 0.327 0.299 0.262
C -0.8750 -4.2823 -10.4398 0.535 -0.703 -0.265
H 1.6309 -4.6363 -6.2479 -0.275 -0.158 0.228
H 2.9190 -3.5076 -5.8884 0.138 0.616 -0.393
H 3.2381 -5.2027 -5.7511 -0.437 0.355 -0.381
H 3.2113 -5.6088 -8.1735 -0.201 -0.678 0.113
H 3.9967 -4.0470 -7.9272 -0.170 -0.382 -0.428
H -1.5843 -4.4337 -9.6361 -0.007 -0.111 0.229
H -0.8103 -5.2078 -11.0670 0.206 0.693 0.699
H -1.2057 -3.4681 -11.0661 -0.102 0.175 -0.134
C 3.2878 2.4903 -4.0225 1.536 0.594 0.034
C 2.2030 3.3127 -3.5252 0.570 -0.976 -0.085
N 1.3484 3.9608 -3.1417 -0.805 0.708 0.430
H 3.9090 3.1814 -4.6387 -0.063 -0.642 0.536
H 2.9877 1.6927 -4.6651 -0.692 -0.430 -0.435
H 3.8910 1.9899 -3.2287 -0.499 0.765 -0.389
C -5.7251 3.8079 -2.1721 2.076 0.273 -0.878
C -4.8147 4.9613 -2.0288 0.517 0.111 0.482
N -3.9697 5.7326 -1.8596 -0.899 -0.478 -0.173
H -6.3938 3.9201 -2.9887 -0.533 0.194 -0.748
H -6.2504 3.5821 -1.3007 -0.817 -0.054 1.571
H -5.0426 2.9736 -2.3584 -0.197 -0.139 -0.120
C -3.5761 -0.2459 0.7085 0.406 -0.554 0.107
C -3.3201 -1.6815 0.7234 0.311 -3.376 -0.498
N -3.1465 -2.8350 0.5660 -0.338 3.033 0.746
H -3.3111 0.0086 -0.3066 -0.135 0.696 -0.361
H -2.8913 0.2642 1.4015 -0.633 -0.117 -0.144
H -4.6385 -0.0553 0.8973 0.492 0.101 -0.066
C -2.8931 4.8158 1.7874 -1.490 -0.458 0.318
C -3.7166 3.6516 1.3688 1.330 1.026 0.233
N -4.2287 2.7191 0.9535 -0.669 -0.534 -0.096
H -3.4669 5.4077 2.5216 0.465 -0.209 -0.285
H -2.7018 5.4046 0.9173 0.004 0.540 -0.591
H -1.9443 4.5011 2.1783 0.312 -0.241 0.379
C -0.2439 -4.3363 2.1077 -0.407 -2.508 -0.395
C 0.7721 -5.3744 1.8719 0.757 0.664 -0.160
N 1.6812 -6.0418 1.6385 -0.552 -0.073 0.099
H -0.6937 -4.5045 3.0506 -0.548 -0.356 1.066
H -1.0191 -4.4554 1.3639 -0.185 0.418 -0.296
H 0.1706 -3.3902 2.1554 0.974 1.881 -0.443
C 3.8083 -7.6445 -0.7065 1.807 1.112 -0.321
C 3.8068 -6.5635 -1.7316 -0.320 -0.986 0.530
N 3.7388 -5.7215 -2.5057 0.097 0.206 -0.216
H 4.3580 -7.1737 0.1672 -0.710 -1.037 -0.799
H 4.3211 -8.5526 -1.1108 -0.348 0.852 0.480
H 2.7954 -7.8588 -0.4501 -0.613 -0.159 0.367
C -0.2471 1.0527 -3.2458 -1.979 -0.508 -0.459
C -1.6860 1.1459 -2.8176 4.315 -0.400 -1.818
N -2.7186 1.4277 -2.4819 -3.517 0.561 1.184
H 0.2519 1.3952 -2.3688 0.983 0.185 0.174
H -0.0917 1.6973 -4.1213 -0.057 -0.063 0.479
H -0.0029 0.0191 -3.5040 0.130 0.217 0.287
C 4.5629 -2.5373 -1.7902 -1.676 -0.761 0.977
C 3.5581 -1.6229 -2.3366 -1.514 2.289 -0.523
N 2.7950 -0.8115 -2.7119 2.019 -2.185 0.758
H 4.8106 -2.3150 -0.7581 -0.040 0.588 0.092
H 5.4383 -2.5597 -2.3666 1.124 0.004 -0.933
H 4.1348 -3.5469 -1.7122 0.091 0.246 -0.449

---

15
Properties=species:S:1:pos:R:3:forces:R:3 method="wB97M-V/def2-TZVPD" largest_force_ev_per_a=4.9 e_above_lowest_ev=2.2709 homo_ev=-8.30 homo_lumo_gap_ev=8.9009 charge=0
C 2.0920 -0.9417 0.2410 1.798 -0.231 0.214
O 0.7069 -0.6415 0.1772 0.779 0.734 -0.046
C 0.3498 0.6092 0.4964 -4.427 1.998 -0.446
O 1.1096 1.5534 1.1142 1.799 0.453 0.844
C 0.3535 2.6691 1.3486 0.622 3.224 1.519
O 0.6909 3.7520 1.8385 -0.142 -3.399 -1.267
O -0.8936 2.4298 0.9519 0.018 0.142 -0.236
C -0.8973 1.2030 0.3636 0.466 -3.716 -0.974
C -2.1165 0.6532 -0.3850 -0.959 2.173 3.846
H 2.8073 -0.1261 0.1040 -0.716 0.860 0.924
H 2.5042 -1.4765 -0.6007 -1.129 -1.064 -0.586
H 2.3258 -1.5153 1.1504 -0.166 0.387 -0.243
H -2.9022 0.1295 0.2269 1.061 0.272 0.147
H -1.6874 -0.0717 -0.9654 0.392 -1.399 -2.549
H -2.7150 1.5152 -0.7116 0.605 -0.435 -1.148

---

Repeat the second record exactly.
18
Properties=species:S:1:pos:R:3:forces:R:3 method="wB97M-V/def2-TZVPD" largest_force_ev_per_a=4.6 e_above_lowest_ev=5.2014 homo_ev=-8.33 homo_lumo_gap_ev=8.0560 charge=0
C 0.5879 1.5716 -1.3429 -0.214 -1.420 1.842
C 0.1811 0.3069 -1.4292 -0.010 -0.031 -0.103
C 0.6403 -1.9742 3.3646 -1.556 -0.327 -0.960
C 0.6076 -0.7970 -0.5954 -0.208 -0.607 4.594
C -0.7218 -0.0736 -2.5791 -0.217 0.461 0.713
C -0.6701 0.4518 1.6514 1.435 -1.775 -0.943
P 0.3697 -1.0558 1.1620 -0.673 1.138 -1.596
H 0.1432 2.3473 -1.8542 -0.847 1.346 -1.727
H 1.1207 1.9181 -0.5000 1.024 0.016 0.736
H -0.4169 -2.4964 3.5466 1.676 0.943 -0.707
H 1.2863 -2.8302 3.1127 0.079 -0.056 0.015
H 1.1240 -1.6168 -1.0243 0.407 -0.685 -0.700
H -1.0242 -1.1307 -2.6334 0.184 0.588 -0.017
H -1.5680 0.6232 -2.5285 -0.130 -0.541 -0.240
H -0.0872 0.2582 -3.3622 -0.046 -0.320 -1.626
H -1.0363 0.7647 0.6736 -0.650 0.429 0.631
H 0.0493 1.1305 2.0505 0.345 0.821 0.240
H -1.3217 0.1524 2.4559 -0.599 0.019 -0.154

---

Question: Which of these has the highest charge?
Answer: C3H6NOS

---

Question: The highest charge belongs to which entry?
Answer: C3H6NOS